[1]
# C25H11ClCoF5N5O6SSe

A molecular structure, C25H11ClCoF5N5O6SSe (ωB97M-V/def2-TZVPD, OMol25).

Last column: Mulliken spin population.
CARTESIAN COORDINATES (ANGSTROEM)
Co -0.7700 0.7584 0.1691  2.753
O 1.0393 4.3364 -1.4993  0.005
S 1.0409 3.2449 -0.5519  0.006
O 1.7714 3.4445 0.6727  0.002
N -0.4373 2.6842 -0.2432  0.047
C -1.4866 3.5274 0.0897  0.007
C -1.5379 4.8998 -0.0184  0.012
C -2.7183 5.6074 0.2844  -0.005
C -3.8588 4.9794 0.6969  0.013
C -3.8316 3.5768 0.8794  0.000
C -4.9495 2.8306 1.3173  0.003
C -4.8456 1.4861 1.5224  0.001
C -3.5984 0.8697 1.3175  0.005
N -2.5483 1.5305 0.8971  0.047
C -2.6443 2.8687 0.6262  0.000
C 1.7456 1.8107 -1.3273  -0.005
C 3.0991 1.5837 -1.1067  0.004
C 3.7077 0.4882 -1.6995  -0.014
C 2.9693 -0.3744 -2.4997  0.053
C 1.6235 -0.1302 -2.7311  -0.033
C 1.0083 0.9744 -2.1540  0.019
H -0.6730 5.4400 -0.3743  0.002
H -2.7128 6.6836 0.1659  0.000
H -4.7706 5.5278 0.8924  0.000
H -5.8887 3.3452 1.4820  0.000
H -5.6892 0.8894 1.8368  -0.001
H -3.4589 -0.1860 1.5137  -0.001
H 3.6463 2.2330 -0.4374  0.000
H 4.7529 0.2871 -1.5077  -0.003
H 3.4440 -1.2443 -2.9342  0.010
H 1.0408 -0.7983 -3.3518  -0.010
H -0.0256 1.1953 -2.3809  0.012
O -3.6789 -1.3097 -1.0787  0.003
Cl -2.3015 -1.0943 -1.3832  0.000
O -1.4893 -1.2772 -0.1416  0.028
O -1.8362 -1.9669 -2.4028  0.005
O -2.0658 0.3074 -1.7432  0.017
F 1.1191 -8.3932 1.1215  0.006
C 1.1667 -7.1229 0.7133  0.078
C 2.0463 -6.2378 1.3136  -0.030
F 2.8401 -6.6648 2.2989  -0.002
C 2.0903 -4.9215 0.8875  0.053
F 2.9448 -4.1079 1.4980  0.006
C 1.2785 -4.4612 -0.1506  -0.061
Se 1.3672 -2.6876 -0.7646  0.891
C 0.4025 -5.3810 -0.7344  0.052
F -0.4037 -5.0183 -1.7266  0.006
C 0.3376 -6.6956 -0.3108  -0.029
F -0.5042 -7.5607 -0.8838  -0.002
N 0.7202 0.2697 1.3615  0.038
C 1.8378 0.1539 1.6522  -0.002
C 3.1682 0.0284 1.9907  0.003
C 4.0378 -0.7408 1.1800  0.001
N 4.7426 -1.3660 0.5138  0.007
C 3.6615 0.6815 3.1491  -0.001
N 4.0747 1.1970 4.0941  0.003

* energy above the lowest of the compared OMol25 structures with the same formula, charge and spin: 29.7 kJ/mol
* spin multiplicity: 5
* energy: -185751.3244 eV
* gap between HOMO and LUMO (alpha / beta): 7.47 / 5.59 eV
* total charge: -1
* lowest unoccupied orbital energy (alpha / beta): 1.83 / -0.08 eV


[2]
# C3H10N2

A gas-phase ion, C3H10N2 (charge +1) in a non-equilibrium geometry (ωB97M-V/def2-TZVPD, OMol25).

Last column: Mulliken spin population.
CARTESIAN COORDINATES (ANGSTROEM)
C 0.8483 1.6047 -0.2463  -0.004
C 0.7516 0.6125 0.8759  0.010
N -0.5183 -0.0767 0.8722  0.505
C -1.0443 -0.5817 -0.3311  -0.034
N -0.1755 -1.5229 -0.9843  0.416
H 0.9624 1.1089 -1.2130  0.003
H -0.1184 2.0968 -0.2961  0.007
H 1.6911 2.2762 -0.1717  -0.002
H 0.7170 1.1114 1.8444  0.033
H 1.5489 -0.1261 1.0076  0.035
H -0.5671 -0.8278 1.5628  -0.004
H -2.0528 -0.9514 -0.1350  0.011
H -1.2307 0.2775 -1.0017  0.057
H -0.2154 -1.6049 -1.9931  -0.025
H 0.7597 -1.5169 -0.5837  -0.007

* energy above the lowest of the compared OMol25 structures with the same formula, charge and spin: 67.8 kJ/mol
* spin multiplicity: 2
* energy: -6244.1268 eV
* gap between HOMO and LUMO (alpha / beta): 12.71 / 5.99 eV
* total charge: +1
* lowest unoccupied orbital energy (alpha / beta): -3.12 / -8.54 eV


What did the second record say?
# C3H10N2

A gas-phase ion, C3H10N2 (charge +1) in a non-equilibrium geometry (ωB97M-V/def2-TZVPD, OMol25).

Last column: Mulliken spin population.
CARTESIAN COORDINATES (ANGSTROEM)
C 0.8483 1.6047 -0.2463  -0.004
C 0.7516 0.6125 0.8759  0.010
N -0.5183 -0.0767 0.8722  0.505
C -1.0443 -0.5817 -0.3311  -0.034
N -0.1755 -1.5229 -0.9843  0.416
H 0.9624 1.1089 -1.2130  0.003
H -0.1184 2.0968 -0.2961  0.007
H 1.6911 2.2762 -0.1717  -0.002
H 0.7170 1.1114 1.8444  0.033
H 1.5489 -0.1261 1.0076  0.035
H -0.5671 -0.8278 1.5628  -0.004
H -2.0528 -0.9514 -0.1350  0.011
H -1.2307 0.2775 -1.0017  0.057
H -0.2154 -1.6049 -1.9931  -0.025
H 0.7597 -1.5169 -0.5837  -0.007

* energy above the lowest of the compared OMol25 structures with the same formula, charge and spin: 67.8 kJ/mol
* spin multiplicity: 2
* energy: -6244.1268 eV
* gap between HOMO and LUMO (alpha / beta): 12.71 / 5.99 eV
* total charge: +1
* lowest unoccupied orbital energy (alpha / beta): -3.12 / -8.54 eV